ORCA calculation (wB97M-V/def2-TZVPD) on a gas-phase ion, C4H11N2S (charge -1) at a distorted geometry.

The geometry in ORCA input format:
```
! RIJCOSX wB97M-V def2-TZVPD def2/J DEFGRID3
* xyz -1 1
C 0.081 2.341 -0.563
N -0.091 0.962 -1.058
C -0.198 -0.028 0.072
C 1.022 -0.959 -0.159
N 1.411 -1.769 0.963
C -1.468 -0.854 0.012
S -1.854 -1.576 1.735
H 0.985 2.325 0.051
H 0.216 2.969 -1.449
H -0.753 2.732 0.027
H -0.991 0.956 -1.525
H 0.032 0.448 1.024
H 1.873 -0.377 -0.507
H 0.789 -1.583 -1.019
H 0.649 -2.268 1.414
H 1.992 -1.321 1.655
H -1.331 -1.751 -0.584
H -2.363 -0.248 -0.089
*
```

Results
Orbital gap: 6.2 eV
Relative energy (zero: lowest compared OMol25 entry of this formula, charge and spin): 26.1 kcal per mole
Molar mass: 119.2 g mol⁻¹
HOMO: -2.5 eV

=====

ORCA calculation (wB97M-V/def2-TZVPD) on C4H11N2S in the gas phase at a distorted geometry.

The geometry in ORCA input format:
```
! RIJCOSX wB97M-V def2-TZVPD def2/J DEFGRID3
* xyz 0 2
N 0.825 0.447 -1.447
C 0.770 -0.220 -0.135
C 2.115 0.059 0.774
S 3.754 -0.517 0.073
C -0.407 0.170 0.832
N -1.727 0.342 0.253
C -2.321 -0.680 -0.533
H 1.866 0.798 -1.616
H 0.189 1.301 -1.453
H 0.650 -1.331 -0.080
H 2.185 -0.329 1.900
H 2.088 1.216 0.797
H -0.491 -0.720 1.516
H -0.091 1.118 1.206
H -1.963 1.334 0.145
H -1.922 -1.691 -0.125
H -3.488 -0.777 -0.543
H -2.031 -0.520 -1.565
*
```

Results
Orbital gap (spin up / spin down): 9.3 / 6.4 eV
Relative energy (zero: lowest compared OMol25 entry of this formula, charge and spin): 43.5 kcal per mole
Molar mass: 119.2 g mol⁻¹
Expectation value of S²: 0.75
HOMO (spin up / spin down): -8.4 / -8.4 eV

=====

ORCA calculation (wB97M-V/def2-TZVPD) on 2 unconnected molecules or ions with the total composition C4H11N2S at a distorted geometry.

The geometry in ORCA input format:
```
! RIJCOSX wB97M-V def2-TZVPD def2/J DEFGRID3
* xyz 1 1
C 0.701 -0.322 -0.039
C -1.031 1.867 0.065
C 1.172 -1.645 2.412
C -0.084 1.400 -0.947
N 0.676 -1.500 -0.615
N -0.469 0.994 -2.139
S 1.060 -0.016 1.582
H -1.138 2.955 0.084
H -0.760 1.449 0.943
H -2.004 1.430 -0.157
H 1.738 -2.331 1.730
H 0.119 -1.890 2.540
H 1.796 -1.512 3.318
H 0.898 1.881 -0.938
H 0.527 -2.321 0.065
H 0.114 -1.548 -1.467
H 0.036 0.742 -2.953
H -1.510 0.743 -2.182
*
```

Results
Orbital gap: 9.7 eV
Relative energy (zero: lowest compared OMol25 entry of this formula, charge and spin): 45.3 kcal per mole
Molar mass: 119.2 g mol⁻¹
HOMO: -13.3 eV

=====

ORCA calculation (wB97M-V/def2-TZVPD) on a molecular structure, C4H11N2S at a distorted geometry.

The geometry in ORCA input format:
```
! RIJCOSX wB97M-V def2-TZVPD def2/J DEFGRID3
* xyz 1 3
C -1.541 0.514 -0.686
C 1.463 -1.664 -1.291
C -0.205 0.576 2.517
C -0.107 0.058 -0.664
N -0.663 -2.229 -0.889
N 0.153 -1.296 -0.886
S 1.053 0.024 1.411
H -1.718 1.408 -0.082
H -1.808 0.793 -1.825
H -2.113 -0.285 -0.296
H 2.089 -1.708 -0.391
H 1.857 -0.959 -1.896
H 1.453 -2.674 -1.697
H 0.202 0.714 3.556
H -1.167 -0.088 2.655
H -0.510 1.514 2.321
H 0.713 0.722 -0.853
H -1.693 -2.170 -0.454
*
```

Results
Orbital gap (spin up / spin down): 8.2 / 7.0 eV
Relative energy (zero: lowest compared OMol25 entry of this formula, charge and spin): 52.0 kcal per mole
Molar mass: 119.2 g mol⁻¹
Expectation value of S²: 2.03
HOMO (spin up / spin down): -12.1 / -14.1 eV